Entry 1:
Entry from the OMol25 dataset: a 2-piece molecular cluster, C5H10N2O2 overall at a distorted geometry (wB97M-V/def2-TZVPD).

Last column: Löwdin charge in e.
Geometry (Å):
C -1.740 -0.622 -0.255  -0.539
C 0.246 0.590 -0.915  -0.142
C 1.273 0.478 0.261  -0.230
C 2.590 -0.190 -0.098  -0.134
C 1.547 -1.006 0.628  -0.096
H -2.977 -1.370 0.812  -0.079
H -2.930 0.243 1.249  0.150
H -2.080 2.274 -0.335  0.235
H 0.328 -0.203 -1.615  0.096
H 0.409 1.757 -1.451  0.181
H 1.156 1.180 1.296  0.197
H 3.294 0.240 0.272  0.000
H 3.069 -0.360 -0.923  0.059
H 1.797 -0.936 1.608  0.032
H 0.842 -2.112 -0.013  0.240
N -2.873 -0.602 0.589  0.229
N -1.184 0.630 -0.604  -0.192
O -1.338 -1.585 -0.803  0.078
O -1.429 1.593 0.298  -0.086

Atoms 1-2, force components in eV/Å:
-1.64 2.91 0.72
0.64 4.99 -0.11

Properties
* calculated total energy: -456.20509 Eh
* charge: 0
* relative energy (zero: lowest compared OMol25 entry of this formula, charge and spin): 219.07 kcal/mol
* spin multiplicity: 1
* HOMO energy: -9.22 eV
* M: 130.15 g/mol



Entry 2:
Entry from the OMol25 dataset: C22H17Cl5N2OPt as an isolated structure (wB97M-V/def2-TZVPD).

Last column: Löwdin charge in e.
Geometry (Å):
Pt -0.067 -0.028 0.031  1.080
C 0.151 1.439 4.205  -0.021
C -0.347 1.086 2.943  -0.075
N 0.416 0.521 2.031  -0.029
C 1.714 0.277 2.312  -0.148
C 2.295 0.586 3.541  -0.137
C 1.466 1.190 4.505  0.005
C 3.679 0.268 3.752  -0.010
C 4.404 -0.337 2.787  -0.011
C 3.821 -0.678 1.518  -0.137
C 4.521 -1.344 0.497  0.004
C 3.866 -1.656 -0.664  -0.021
C 2.528 -1.282 -0.828  -0.079
N 1.855 -0.624 0.101  -0.056
C 2.486 -0.351 1.279  -0.130
H -0.509 1.901 4.925  0.113
H -1.375 1.258 2.647  0.120
H 1.873 1.451 5.474  0.122
H 4.129 0.517 4.704  0.119
H 5.445 -0.585 2.954  0.119
H 5.560 -1.613 0.644  0.123
H 4.362 -2.186 -1.465  0.115
H 1.981 -1.517 -1.729  0.103
Cl -7.185 -1.565 -1.149  0.661
C -5.640 -0.922 -0.736  -0.722
C -4.660 -1.735 -0.179  -0.703
Cl -5.006 -3.398 0.115  0.672
C -3.410 -1.219 0.152  -0.607
Cl -2.247 -2.237 0.924  0.684
C -3.084 0.130 -0.080  -0.493
O -1.944 0.693 0.203  -0.326
C -4.107 0.934 -0.632  -0.608
Cl -3.733 2.594 -0.915  0.713
C -5.355 0.426 -0.952  -0.705
Cl -6.557 1.455 -1.631  0.676
C 0.212 1.843 -2.698  -0.100
C 0.306 0.348 -2.989  -0.523
C -0.274 0.051 -4.374  -0.094
C -0.421 -0.495 -1.930  -0.322
H 0.699 2.427 -3.484  0.073
H 0.671 2.094 -1.741  0.052
H -0.837 2.149 -2.645  0.072
H 1.370 0.084 -3.029  0.102
H -1.329 0.334 -4.407  0.081
H -0.209 -1.013 -4.613  0.073
H 0.249 0.608 -5.156  0.073
H -1.493 -0.315 -2.089  0.050
H -0.272 -1.565 -2.127  0.052

Atoms 1-2, force components in eV/Å:
0.14 -0.18 -0.17
-0.01 0.00 0.00

Properties
* calculated total energy: -3453.62843 Eh
* charge: 0
* relative energy (zero: lowest compared OMol25 entry of this formula, charge and spin): 2.55 kcal/mol
* spin multiplicity: 1
* HOMO energy: -7.60 eV
* M: 697.73 g/mol



Entry 3:
Entry from the OMol25 dataset: C19H16BBr3ClN2O6P as an isolated structure at a distorted geometry (wB97M-V/def2-TZVPD).

Last column: Löwdin charge in e.
Geometry (Å):
C -2.658 -4.334 -0.945  0.047
C -1.747 -3.601 -1.569  -0.107
C -0.593 -2.789 -2.344  -0.209
C -0.936 -1.230 -2.578  -0.198
C -1.165 -0.378 -1.216  -0.155
C 0.185 0.148 -0.525  -0.019
C 0.869 1.474 -1.019  0.037
C 2.221 2.017 -0.410  -0.001
C 2.970 1.252 0.756  0.016
C 2.262 -0.070 1.290  -0.318
P 3.117 -1.025 2.699  0.597
O 3.364 0.185 3.919  -0.389
Cl 4.995 -1.630 1.891  0.112
C 0.912 -0.615 0.679  -0.051
C 0.180 -1.978 1.211  -0.240
C -1.011 -1.748 2.157  -0.117
C -1.826 -2.988 2.698  -0.158
C -1.231 -4.321 2.124  -0.052
C 0.012 -4.273 1.210  -0.122
N 0.787 -3.175 0.698  0.082
C 2.601 3.351 -1.215  -0.246
O 3.742 3.895 -1.077  0.065
N 1.428 3.701 -2.038  -0.013
O 1.636 4.387 -3.186  0.104
B 1.720 5.825 -2.958  -0.503
O 2.994 6.457 -3.346  0.081
O 0.690 6.648 -2.352  0.111
C 0.467 2.545 -2.141  -0.206
O -0.481 2.566 -2.990  0.073
H -3.229 -4.796 -0.048  0.052
H 0.447 -2.864 -1.845  0.103
H -0.477 -3.320 -3.378  0.120
H -1.852 -1.189 -3.299  0.127
H -0.043 -0.784 -3.183  0.124
H -1.896 0.478 -1.490  0.119
H -1.771 -1.077 -0.503  0.099
H 3.974 1.657 1.163  0.117
H 3.111 1.064 3.517  0.044
H -1.308 -0.686 2.468  0.024
H -2.745 -2.896 3.407  -0.037
H -1.702 -5.331 2.414  0.100
H 0.391 -5.314 0.841  0.119
H 3.426 6.622 -2.459  0.116
H 1.062 6.950 -1.476  0.124
C -4.535 0.346 2.929  -1.533
Br -3.267 -1.029 3.458  0.827
Br -4.692 0.471 0.998  0.585
Br -6.262 0.104 3.781  0.573
H -4.138 1.299 3.279  -0.022

Atoms 1-2, force components in eV/Å:
5.20 4.23 -2.03
-3.66 -3.28 3.10

Properties
* calculated total energy: -9842.59861 Eh
* charge: 0
* spin multiplicity: 1
* HOMO energy: -9.24 eV
* M: 685.30 g/mol



What did the third record say?
Entry from the OMol25 dataset: C19H16BBr3ClN2O6P as an isolated structure at a distorted geometry (wB97M-V/def2-TZVPD).

Last column: Löwdin charge in e.
Geometry (Å):
C -2.658 -4.334 -0.945  0.047
C -1.747 -3.601 -1.569  -0.107
C -0.593 -2.789 -2.344  -0.209
C -0.936 -1.230 -2.578  -0.198
C -1.165 -0.378 -1.216  -0.155
C 0.185 0.148 -0.525  -0.019
C 0.869 1.474 -1.019  0.037
C 2.221 2.017 -0.410  -0.001
C 2.970 1.252 0.756  0.016
C 2.262 -0.070 1.290  -0.318
P 3.117 -1.025 2.699  0.597
O 3.364 0.185 3.919  -0.389
Cl 4.995 -1.630 1.891  0.112
C 0.912 -0.615 0.679  -0.051
C 0.180 -1.978 1.211  -0.240
C -1.011 -1.748 2.157  -0.117
C -1.826 -2.988 2.698  -0.158
C -1.231 -4.321 2.124  -0.052
C 0.012 -4.273 1.210  -0.122
N 0.787 -3.175 0.698  0.082
C 2.601 3.351 -1.215  -0.246
O 3.742 3.895 -1.077  0.065
N 1.428 3.701 -2.038  -0.013
O 1.636 4.387 -3.186  0.104
B 1.720 5.825 -2.958  -0.503
O 2.994 6.457 -3.346  0.081
O 0.690 6.648 -2.352  0.111
C 0.467 2.545 -2.141  -0.206
O -0.481 2.566 -2.990  0.073
H -3.229 -4.796 -0.048  0.052
H 0.447 -2.864 -1.845  0.103
H -0.477 -3.320 -3.378  0.120
H -1.852 -1.189 -3.299  0.127
H -0.043 -0.784 -3.183  0.124
H -1.896 0.478 -1.490  0.119
H -1.771 -1.077 -0.503  0.099
H 3.974 1.657 1.163  0.117
H 3.111 1.064 3.517  0.044
H -1.308 -0.686 2.468  0.024
H -2.745 -2.896 3.407  -0.037
H -1.702 -5.331 2.414  0.100
H 0.391 -5.314 0.841  0.119
H 3.426 6.622 -2.459  0.116
H 1.062 6.950 -1.476  0.124
C -4.535 0.346 2.929  -1.533
Br -3.267 -1.029 3.458  0.827
Br -4.692 0.471 0.998  0.585
Br -6.262 0.104 3.781  0.573
H -4.138 1.299 3.279  -0.022

Atoms 1-2, force components in eV/Å:
5.20 4.23 -2.03
-3.66 -3.28 3.10

Properties
* calculated total energy: -9842.59861 Eh
* charge: 0
* spin multiplicity: 1
* HOMO energy: -9.24 eV
* M: 685.30 g/mol



charge of number 1 (C5H10N2O2)?
0



What is the charge in the second record?
0